Formula: C5H9Cl2N4
Source: the Open Molecules 2025 dataset
Level of theory: the ωB97M-V functional and the def2-TZVPD basis

Calculated values
Charge: +1
ΔE to the lowest compared entry with this formula, charge and spin, kJ/mol: 416.6
Kohn-Sham gap (spin up / spin down), eV: 7.201 / 7.198
Molar mass, g/mol: 196.06

Geometry as XYZ:
```
20
C5H9Cl2N4 the ωB97M-V functional and the def2-TZVPD basis
C 1.34966 2.28955 -1.23167
C -1.12563 -0.43328 0.48866
C 1.03367 -0.46717 -0.30977
C 0.97173 0.52636 -2.69419
C 0.84299 0.63018 0.53713
N 1.56517 1.55559 -2.25322
N 0.61537 1.95732 -0.17413
N -0.27143 0.31717 1.34733
N -0.10490 -1.33234 -0.18600
Cl 2.18972 3.87659 -1.23827
Cl 2.00011 -0.48075 -3.58930
H -1.92699 -0.95368 0.99508
H -1.68375 0.24884 -0.06586
H 1.96766 -0.84593 -0.80300
H -0.12652 0.31260 -2.79225
H 1.78018 0.94297 1.11094
H 0.61614 2.67381 0.49759
H -0.55638 0.73419 2.26207
H 0.10255 -2.14758 0.56888
H -0.41206 -1.83458 -1.08828
```

Mulliken population analysis, charges in e, atoms 1 to 8: C 0.441; C -0.619; C -1.565; C 0.068; C 0.572; N -0.269; N -0.319; N -0.391